DFT (ωB97M-V/def2-TZVPD) results for one molecule with the formula C5H7NO3 at a distorted geometry.

Element x y z (Å)
C (0.1949, -1.6507, -0.8451)
C (0.4105, -0.1569, -0.6733)
C (-1.0034, 0.6357, -0.8799)
O (-1.1635, 1.3463, -1.8575)
O (-2.0526, 0.3043, -0.0997)
N (1.1308, 0.1663, 0.5326)
C (0.9967, 1.4346, 1.1602)
C (0.3027, 0.2508, 1.6565)
O (-0.7384, -0.2003, 2.0601)
H (-0.3741, -1.8646, -1.7546)
H (1.1581, -2.1684, -0.9073)
H (-0.3488, -2.0773, 0.0040)
H (1.0112, 0.2292, -1.5052)
H (-1.8003, -0.2125, 0.6997)
H (1.8723, 1.7500, 1.7087)
H (0.4039, 2.2136, 0.7008)

Forces on atoms 1 to 2 (eV/Å):
0.04 -0.28 0.27
-0.98 0.99 -1.58

Computed properties:
* energy above the lowest of the compared OMol25 structures with the same formula, charge and spin: 70.5 kcal/mol
* calculated total energy: -475.13660 Eh
* HOMO energy: -9.88 eV
* structure (SMILES): C[C@@H](C(=O)O)N1CC1=O

Löwdin atomic charges, in units of e:
1 C -0.0281
2 C -0.2547
3 C -0.4458
4 O 0.0949
5 O 0.1056
6 N 0.0292
7 C -0.0093
8 C -0.3384
9 O 0.1030
10 H 0.0970
11 H 0.0890
12 H 0.0858
13 H 0.1482
14 H 0.0807
15 H 0.1130
16 H 0.1300



DFT (ωB97M-V/def2-TZVPD) results for one molecule with the formula C5H6O2 at a distorted geometry.

Element x y z (Å)
C (1.7583, -0.8293, -0.2521)
C (0.4603, -0.1165, -0.2678)
C (-0.8836, -0.9635, -0.5658)
O (-1.0473, -2.0060, 0.0138)
C (0.0122, 1.0381, 0.0912)
C (-1.1066, 1.6193, 0.8460)
O (-1.6494, 1.1969, -0.3576)
H (2.5193, -0.2456, 0.2706)
H (1.6611, -1.7965, 0.2474)
H (2.0999, -1.0093, -1.2752)
H (-1.4027, -0.6694, -1.4824)
H (-1.3958, 1.0824, 1.7512)
H (-1.0256, 2.6993, 0.9807)

Forces on atoms 1 to 2 (eV/Å):
0.38 0.29 0.41
-1.61 -2.21 -0.66

Computed properties:
* energy above the lowest of the compared OMol25 structures with the same formula, charge and spin: 111.0 kcal/mol
* calculated total energy: -344.42496 Eh
* HOMO energy: -9.24 eV
* structure (SMILES): C/C(C=O)=C1\CO1

Löwdin atomic charges, in units of e:
1 C -0.0361
2 C -0.1913
3 C -0.2020
4 O 0.0804
5 C 0.0534
6 C -0.2161
7 O -0.1214
8 H 0.0841
9 H 0.0901
10 H 0.0905
11 H 0.1316
12 H 0.1271
13 H 0.1097



DFT (ωB97M-V/def2-TZVPD) results for C36H26AsMnOS2 as an isolated structure.

Element x y z (Å)
Mn (-1.1085, 0.3293, 1.3032)
S (-1.9233, 0.1633, 3.4623)
C (-0.6042, -0.2491, 4.5715)
C (-0.8858, -0.2171, 5.9425)
C (0.0831, -0.5437, 6.8730)
C (1.3649, -0.9026, 6.4686)
C (1.6672, -0.9256, 5.1188)
C (0.6932, -0.5953, 4.1811)
As (1.0108, -0.5875, 2.2928)
C (2.8668, -1.0762, 2.0759)
C (3.1675, -2.4010, 1.7785)
C (4.4911, -2.8148, 1.7184)
C (5.5110, -1.9059, 1.9559)
C (5.2102, -0.5824, 2.2499)
C (3.8896, -0.1637, 2.3123)
C (1.1653, 1.3651, 1.9751)
C (1.6197, 1.7976, 0.7271)
C (1.8655, 3.1443, 0.5062)
C (1.6512, 4.0641, 1.5225)
C (1.1864, 3.6418, 2.7605)
C (0.9452, 2.2959, 2.9912)
H (-1.8814, 0.0594, 6.2651)
H (-0.1643, -0.5201, 7.9268)
H (2.1205, -1.1571, 7.1998)
H (2.6633, -1.1974, 4.7899)
H (2.3732, -3.1117, 1.5841)
H (4.7226, -3.8454, 1.4838)
H (6.5434, -2.2274, 1.9104)
H (6.0059, 0.1276, 2.4341)
H (3.6607, 0.8694, 2.5415)
H (1.7758, 1.0835, -0.0715)
H (2.2169, 3.4728, -0.4630)
H (1.8435, 5.1149, 1.3484)
H (1.0093, 4.3609, 3.5494)
H (0.5848, 1.9697, 3.9579)
C (1.2838, -4.3081, -8.4295)
C (1.5742, -3.4986, -7.1963)
O (2.0754, -3.9365, -6.2014)
S (1.0790, -1.7665, -7.3716)
C (0.6983, -1.3622, -5.6882)
C (1.6815, -1.3424, -4.7048)
C (1.3423, -1.0346, -3.3995)
C (0.0247, -0.7161, -3.0609)
C (-0.9502, -0.7174, -4.0604)
C (-0.6163, -1.0462, -5.3624)
C (-0.3212, -0.3880, -1.7111)
C (-0.6332, -0.1031, -0.5728)
H (1.8030, -5.2614, -8.3716)
H (1.5787, -3.7614, -9.3264)
H (0.2068, -4.4687, -8.4894)
H (2.7035, -1.5778, -4.9635)
H (2.1017, -1.0351, -2.6285)
H (-1.9712, -0.4687, -3.8044)
H (-1.3767, -1.0603, -6.1323)
C (-2.8269, 1.0067, 0.7098)
C (-3.9071, 1.4105, 0.3342)
C (-5.1840, 1.8837, -0.1076)
C (-6.0395, 1.0391, -0.8192)
C (-7.2706, 1.4994, -1.2557)
C (-7.6629, 2.8047, -0.9917)
C (-6.8189, 3.6481, -0.2825)
C (-5.5877, 3.1934, 0.1600)
H (-5.7277, 0.0229, -1.0202)
H (-7.9266, 0.8360, -1.8046)
H (-8.6239, 3.1633, -1.3370)
H (-7.1218, 4.6655, -0.0712)
H (-4.9275, 3.8448, 0.7167)

Forces on atoms 1 to 2 (eV/Å):
-0.59 -0.31 -0.60
0.27 -0.01 -0.05

Computed properties:
* energy above the lowest of the compared OMol25 structures with the same formula, charge and spin: 0.0 kcal/mol
* calculated total energy: -5645.69076 Eh
* HOMO energy (alpha / beta): -7.95 / -8.10 eV
* spin multiplicity: 5

Löwdin atomic charges, in units of e:
1 Mn 0.4204
2 S 0.6405
3 C -0.6862
4 C -0.1236
5 C -0.0824
6 C -0.0884
7 C -0.0961
8 C -0.4247
9 As 1.3189
10 C -0.3824
11 C -0.1085
12 C -0.0786
13 C -0.0788
14 C -0.0726
15 C -0.0970
16 C -0.4360
17 C -0.1270
18 C -0.0645
19 C -0.0710
20 C -0.0647
21 C -0.0938
22 H 0.0994
23 H 0.1048
24 H 0.1014
25 H 0.0987
26 H 0.1029
27 H 0.1063
28 H 0.1053
29 H 0.1067
30 H 0.1064
31 H 0.0948
32 H 0.1094
33 H 0.1062
34 H 0.1082
35 H 0.0979
36 C -0.0778
37 C -0.7292
38 O 0.0425
39 S 0.9967
40 C -0.5386
41 C -0.0863
42 C -0.0235
43 C -0.2508
44 C -0.0240
45 C -0.0964
46 C -0.1075
47 C -0.1254
48 H 0.0844
49 H 0.0757
50 H 0.0867
51 H 0.1091
52 H 0.1141
53 H 0.1196
54 H 0.1023
55 C -0.1545
56 C -0.0956
57 C -0.2548
58 C -0.0379
59 C -0.0878
60 C -0.0957
61 C -0.0881
62 C -0.0385
63 H 0.1145
64 H 0.1009
65 H 0.0989
66 H 0.1008
67 H 0.1142



DFT (ωB97M-V/def2-TZVPD) results for one molecule with the formula C6H10IN at a distorted geometry.

Element x y z (Å)
C (-0.4622, 1.6683, 0.4779)
C (0.6597, 0.9973, -0.3517)
C (1.4327, -1.2071, 0.7668)
C (1.1590, -1.7583, -0.5829)
C (-1.7302, 0.9597, -0.0313)
C (0.5632, -0.4802, -0.1516)
N (-1.6734, -0.3989, 0.3040)
I (-2.2857, -1.9756, -0.7917)
H (-0.4570, 1.3227, 1.5076)
H (-0.4430, 2.6744, 0.1705)
H (0.5857, 1.1917, -1.3417)
H (1.5393, 1.3774, 0.0114)
H (0.9369, -1.7661, 1.6462)
H (2.4187, -0.7461, 1.1318)
H (1.9361, -1.6882, -1.3907)
H (0.4788, -2.4905, -0.6384)
H (-2.7901, 1.3729, 0.3881)
H (-1.8685, 0.9466, -1.1243)

Forces on atoms 1 to 2 (eV/Å):
-1.03 -2.72 -1.67
-1.99 -2.23 2.02

Computed properties:
* energy above the lowest of the compared OMol25 structures with the same formula, charge and spin: 107.9 kcal/mol
* calculated total energy: -586.86250 Eh
* HOMO energy (alpha / beta): -7.89 / -7.89 eV

Löwdin atomic charges, in units of e:
1 C -0.1379
2 C -0.1543
3 C -0.1312
4 C -0.1349
5 C -0.4461
6 C -0.2272
7 N -0.5590
8 I 0.7824
9 H 0.1191
10 H 0.0959
11 H 0.0826
12 H 0.0917
13 H 0.1372
14 H 0.1348
15 H 0.1355
16 H -0.0238
17 H 0.1558
18 H 0.0794



DFT (ωB97M-V/def2-TZVPD) results for C21H14BrCl3FeGeN3O2S as an isolated structure.

Element x y z (Å)
Fe (-0.5383, -0.5773, -0.5090)
Br (5.9791, 2.3569, -1.4388)
C (4.2407, 1.6223, -1.6032)
C (3.9331, 0.8131, -2.7173)
C (2.6836, 0.2854, -2.8714)
C (1.6720, 0.4790, -1.8906)
O (0.5173, -0.0531, -2.0623)
C (1.9910, 1.3334, -0.7961)
C (0.9444, 1.8357, 0.0068)
N (-0.2367, 1.2962, 0.0285)
C (-1.3962, 1.9450, 0.4714)
C (-1.5014, 3.0850, 1.2199)
C (-2.7747, 3.6321, 1.4894)
C (-3.9121, 3.0683, 0.9861)
C (-3.8277, 1.9030, 0.1874)
C (-4.9372, 1.2638, -0.4136)
C (-4.7384, 0.1595, -1.1854)
C (-3.4357, -0.3579, -1.3386)
N (-2.3897, 0.1985, -0.7758)
C (-2.5648, 1.3402, -0.0421)
C (3.2836, 1.8993, -0.6781)
H (4.6995, 0.6140, -3.4548)
H (2.4408, -0.3388, -3.7204)
H (1.1196, 2.7691, 0.5417)
H (-0.6229, 3.5789, 1.6125)
H (-2.8400, 4.5248, 2.0967)
H (-4.8822, 3.5057, 1.1831)
H (-5.9312, 1.6653, -0.2591)
H (-5.5601, -0.3477, -1.6697)
H (-3.2547, -1.2564, -1.9111)
H (3.4968, 2.5622, 0.1517)
O (1.1632, -1.3179, 0.0189)
N (1.2638, -1.9028, 1.2133)
C (2.4537, -2.4651, 1.5094)
C (2.6490, -3.0826, 2.7126)
C (1.5890, -3.1381, 3.6186)
C (0.3878, -2.5583, 3.2914)
C (0.2186, -1.9203, 2.0580)
S (-1.2257, -1.1164, 1.5861)
H (3.1890, -2.3835, 0.7252)
H (3.6064, -3.5326, 2.9254)
H (1.7101, -3.6330, 4.5724)
H (-0.4551, -2.5788, 3.9667)
Cl (1.5092, -4.7488, -0.8280)
Ge (1.1807, -3.2567, -2.4997)
Cl (-1.0650, -2.5202, -1.5785)
Cl (0.1680, -4.6501, -3.9296)

Forces on atoms 1 to 2 (eV/Å):
0.51 0.39 0.22
0.00 -0.01 0.00

Computed properties:
* energy above the lowest of the compared OMol25 structures with the same formula, charge and spin: 0.0 kcal/mol
* calculated total energy: -8816.95370 Eh
* HOMO energy (alpha / beta): -8.01 / -8.01 eV
* spin multiplicity: 2

Löwdin atomic charges, in units of e:
1 Fe 0.2235
2 Br 0.7218
3 C -0.6995
4 C -0.1008
5 C -0.0025
6 C -0.3520
7 O -0.1565
8 C -0.1428
9 C -0.0183
10 N 0.0042
11 C -0.2089
12 C 0.0074
13 C -0.0582
14 C -0.0240
15 C -0.1395
16 C 0.0100
17 C -0.0197
18 C -0.0930
19 N 0.0092
20 C -0.1670
21 C -0.0867
22 H 0.1052
23 H 0.1092
24 H 0.1393
25 H 0.1119
26 H 0.1098
27 H 0.1165
28 H 0.1238
29 H 0.1135
30 H 0.0733
31 H 0.1107
32 O -0.2712
33 N -0.1539
34 C -0.0378
35 C -0.0428
36 C -0.0527
37 C -0.0713
38 C -0.5886
39 S 0.8213
40 H 0.1392
41 H 0.1139
42 H 0.1131
43 H 0.1105
44 Cl -0.0976
45 Ge 0.1387
46 Cl 0.1869
47 Cl -0.1276